[1]
Formula: C18H17BO7
Source: OMol25
Level of theory: wB97M-V/def2-TZVPD

Summary:
SMILES: O=C1c2ccccc2C(=O)c2c(B(O)O)cccc21.CCOC(=O)OC
LUMO energy: -0.028 Ha
multiplicity: 1
net charge: 0
HOMO level: -9.77 eV

Each line ends with the Löwdin charge.
Element x y z (Å)
O: -0.48 1.50 1.15  0.13
C: 0.35 1.40 0.29  -0.29
C: 0.03 0.93 -1.09  -0.09
C: -1.11 1.34 -1.76  0.01
C: -1.30 0.89 -3.06  -0.06
C: -0.38 0.05 -3.68  -0.05
C: 0.76 -0.38 -2.99  0.00
C: 0.96 0.08 -1.70  -0.09
C: 2.16 -0.29 -0.89  -0.29
O: 2.58 -1.41 -0.86  0.16
C: 2.73 0.86 -0.11  -0.03
C: 4.11 1.09 0.00  0.00
B: 5.30 0.28 -0.67  -0.58
O: 6.58 0.54 -0.20  0.14
O: 5.20 -0.63 -1.68  0.19
C: 4.50 2.21 0.75  -0.01
C: 3.56 3.03 1.38  -0.04
C: 2.21 2.79 1.25  0.01
C: 1.79 1.70 0.50  -0.08
H: -1.83 1.99 -1.28  0.12
H: -2.17 1.21 -3.62  0.11
H: -0.51 -0.29 -4.69  0.11
H: 1.49 -1.03 -3.43  0.12
H: 7.08 0.90 -0.94  0.11
H: 4.46 -0.49 -2.28  0.10
H: 5.55 2.43 0.86  0.11
H: 3.88 3.90 1.94  0.11
H: 1.46 3.42 1.71  0.12
C: -2.18 -0.75 2.79  -0.06
C: -2.82 -0.42 1.46  -0.20
O: -3.30 -1.61 0.80  0.04
C: -4.45 -2.10 1.26  -0.61
O: -5.12 -1.64 2.15  0.12
O: -4.74 -3.21 0.57  0.00
C: -5.92 -3.88 1.01  -0.04
H: -1.40 -1.50 2.66  0.09
H: -1.75 0.15 3.23  0.08
H: -2.92 -1.15 3.49  0.07
H: -2.08 0.00 0.79  0.08
H: -3.63 0.30 1.56  0.13
H: -6.77 -3.21 1.04  0.09
H: -5.75 -4.33 1.99  0.10
H: -6.11 -4.67 0.28  0.09

=====

[2]
Formula: CH2N2O3S
Source: OMol25
Level of theory: wB97M-V/def2-TZVPD

Summary:
ΔE to the lowest compared entry with this formula, charge and spin: 505.0 kJ/mol
LUMO energy (alpha / beta): -0.039 / -0.039 Ha
multiplicity: 1
net charge: 0
HOMO level (alpha / beta): -9.23 / -9.23 eV

Each line ends with the Löwdin charge.
Element x y z (Å)
C: 0.38 0.03 -1.45  -0.36
N: -0.14 0.95 -0.57  0.15
N: -0.80 0.94 0.41  -0.22
O: -0.09 -1.02 -1.79  0.03
O: -1.48 1.73 0.97  0.14
O: -0.84 -0.57 1.40  -0.58
S: 0.39 -1.52 1.23  0.79
H: 1.15 0.50 -2.19  0.16
H: 1.44 -1.04 1.99  -0.11

=====

[3]
Formula: C28H25F3N2O
Source: OMol25
Level of theory: wB97M-V/def2-TZVPD

Summary:
LUMO energy: -0.033 Ha
multiplicity: 1
net charge: 0
HOMO level: -6.54 eV

Each line ends with the Löwdin charge.
Element x y z (Å)
F: -1.30 -0.80 2.90  0.08
C: -0.07 -0.50 2.38  -0.50
F: 0.84 -0.75 3.37  0.11
F: 0.16 -1.43 1.38  0.09
C: -0.03 0.91 1.84  -0.06
C: 1.19 1.50 1.21  -0.35
O: 2.29 0.88 1.09  -0.08
C: 0.97 2.83 0.67  -0.05
C: -0.25 3.48 0.71  -0.12
C: -1.35 2.86 1.31  -0.13
C: -1.24 1.57 1.83  -0.07
H: 1.85 3.31 0.22  0.10
H: -0.36 4.48 0.27  0.10
H: -2.33 3.34 1.38  0.09
H: -2.11 1.08 2.26  0.11
C: 1.51 0.78 -2.30  0.01
C: 1.90 -0.49 -1.69  -0.16
N: 1.16 -1.63 -1.83  -0.01
C: -0.14 -1.66 -2.49  0.01
C: 1.81 -2.71 -1.23  -0.16
C: 3.03 -2.23 -0.69  -0.08
C: 3.88 -3.15 -0.10  -0.01
C: 3.47 -4.48 0.04  -0.07
C: 2.22 -4.91 -0.44  -0.07
C: 1.37 -4.02 -1.11  -0.01
C: 3.07 -0.79 -0.94  -0.08
C: 3.88 0.20 -0.35  0.08
C: 5.07 -0.11 0.38  -0.09
C: 6.44 0.15 0.10  -0.19
C: 7.09 0.70 -1.11  -0.01
N: 7.21 -0.38 1.10  -0.05
C: 8.66 -0.38 1.14  0.00
C: 6.39 -0.95 2.09  -0.16
C: 5.06 -0.76 1.67  -0.14
C: 4.02 -1.22 2.46  -0.01
C: 4.33 -1.88 3.66  -0.07
C: 5.66 -2.07 4.06  -0.09
C: 6.72 -1.60 3.27  -0.02
H: 2.29 1.52 -2.08  0.08
H: 1.42 0.68 -3.39  0.10
H: 0.55 1.17 -1.90  0.11
H: -0.54 -2.68 -2.42  0.08
H: -0.83 -0.97 -1.99  0.11
H: -0.06 -1.37 -3.55  0.10
H: 4.88 -2.84 0.19  0.11
H: 4.11 -5.20 0.55  0.10
H: 1.90 -5.95 -0.30  0.11
H: 0.39 -4.30 -1.50  0.10
H: 3.73 1.23 -0.66  0.12
H: 6.30 0.98 -1.82  0.08
H: 7.70 1.59 -0.89  0.09
H: 7.72 -0.07 -1.58  0.09
H: 8.97 -0.84 2.09  0.08
H: 9.10 -0.94 0.30  0.10
H: 9.04 0.65 1.10  0.10
H: 3.00 -1.04 2.13  0.10
H: 3.52 -2.24 4.29  0.10
H: 5.87 -2.57 5.01  0.10
H: 7.76 -1.70 3.56  0.09

=====

[4]
Formula: C5H8N2
Source: OMol25
Level of theory: wB97M-V/def2-TZVPD

Summary:
ΔE to the lowest compared entry with this formula, charge and spin: 257.4 kJ/mol
LUMO energy: 0.027 Ha
multiplicity: 1
net charge: 0
HOMO level: -8.04 eV

Each line ends with the Löwdin charge.
Element x y z (Å)
C: -2.38 -0.04 -0.31  -0.03
N: -1.06 0.04 0.27  -0.18
C: 0.03 -0.68 -0.11  -0.05
C: 1.17 0.04 0.13  -0.33
C: 2.58 -0.42 -0.08  -0.09
C: 0.81 1.33 0.67  -0.04
N: -0.53 1.26 0.66  -0.02
H: -2.44 0.47 -1.27  0.09
H: -3.12 0.40 0.38  0.09
H: -2.63 -1.09 -0.44  0.09
H: -0.13 -1.67 -0.54  0.13
H: 2.77 -0.74 -1.12  0.07
H: 2.85 -1.26 0.57  0.07
H: 3.26 0.41 0.14  0.07
H: -1.17 1.94 1.05  0.13

=====

[5]
Formula: C3H8N2O2S
Source: OMol25
Level of theory: wB97M-V/def2-TZVPD

Summary:
ΔE to the lowest compared entry with this formula, charge and spin: 674.5 kJ/mol
LUMO energy: -0.024 Ha
multiplicity: 1
net charge: 0
HOMO level: -8.78 eV

Each line ends with the Löwdin charge.
Element x y z (Å)
C: 1.60 0.07 -0.72  -0.32
C: 0.99 0.72 0.61  -0.52
C: -1.56 0.10 -0.06  -0.82
H: 2.13 -1.58 0.35  0.04
H: 3.43 -0.55 0.91  0.18
H: 1.05 -0.73 -1.34  0.13
H: 2.19 1.05 -1.20  0.15
H: 0.87 0.17 1.56  0.09
H: 1.50 1.68 1.00  0.09
H: -3.21 1.17 -0.22  0.06
H: -3.41 -1.58 -0.63  0.36
N: 2.73 -0.84 -0.12  -0.14
N: -2.83 0.35 -0.39  -0.10
O: -1.13 -1.05 0.13  -0.03
O: -3.88 -0.43 0.20  -0.12
S: -0.48 1.46 -0.09  0.95

=====

[6]
Formula: C2H4MgOTl
Source: OMol25
Level of theory: wB97M-V/def2-TZVPD

Summary:
LUMO energy (alpha / beta): -0.265 / -0.270 Ha
multiplicity: 1
net charge: +1
HOMO level (alpha / beta): -11.15 / -10.15 eV

Each line ends with the Löwdin charge.
Element x y z (Å)
C: 0.19 -0.34 0.13  -0.36
H: -0.38 -1.20 0.50  0.13
C: 1.54 -0.45 0.00  -0.03
H: 2.08 -1.26 0.51  0.08
H: 2.08 0.10 -0.78  0.06
O: -0.48 0.76 -0.25  -0.58
Tl: -2.82 1.18 -0.64  0.64
Mg: 0.93 1.92 0.37  1.21
H: -3.13 -0.72 0.16  -0.15

=====

no.,strongest force on any atom (eV/A)
1,0.9
2,3.5
3,2.1
4,0.5
5,7.6
6,1.3